The molecule C29H34BrNO4 at a distorted geometry. Source: the Open Molecules 2025 dataset; level of theory: wB97M-V/def2-TZVPD.

Last column: natural (NBO) charge in e.
Cartesian coordinates (Å):
C 2.862 -4.959 0.251  -0.28
O 2.665 -5.555 -1.098  -0.54
C 2.837 -4.544 -2.159  -0.11
C 1.498 -3.636 -2.463  -0.05
C 1.459 -2.828 -3.747  -0.27
C 0.116 -1.917 -4.151  0.52
O -0.316 -1.775 -5.416  -0.52
C -0.671 -1.246 -2.841  -0.10
C -1.418 0.214 -2.853  -0.20
C -2.179 0.917 -1.565  0.01
C -2.874 2.428 -1.667  -0.49
C -1.960 3.584 -0.878  -0.03
C -0.297 3.556 -0.848  -0.23
C 0.627 4.719 -0.094  -0.23
C -0.094 5.965 0.706  -0.24
C -1.744 6.022 0.728  -0.23
C -2.652 4.867 -0.058  -0.24
C -2.159 0.020 -0.154  0.00
C -2.912 0.664 1.186  -0.49
C -4.502 0.146 1.146  -0.24
C -4.943 -0.654 2.526  -0.66
Br -5.817 1.649 0.921  -0.03
C -1.391 -1.463 -0.140  0.06
C -1.394 -2.231 1.333  -0.47
C -0.137 -1.622 2.251  -0.42
C 0.871 -0.660 1.383  -0.43
C 2.216 -0.167 2.247  -0.23
N 2.797 0.994 1.413  -0.55
C 3.654 1.906 2.263  -0.43
C 3.515 0.483 0.184  0.72
C 3.319 1.215 -1.306  -0.72
O 4.324 -0.609 0.164  -0.59
C -0.643 -2.124 -1.448  -0.13
C 0.163 -3.570 -1.459  0.52
O -0.220 -4.651 -0.758  -0.52
H 2.015 -4.206 0.558  0.18
H 3.881 -4.341 0.323  0.18
H 2.922 -5.804 1.090  0.21
H 3.748 -3.840 -1.851  0.21
H 3.221 -5.126 -3.128  0.23
H 2.412 -2.876 -4.442  0.25
H -1.383 0.825 -3.861  0.25
H -3.955 2.465 -1.205  0.27
H -2.931 2.769 -2.785  0.25
H 0.305 2.694 -1.374  0.24
H 1.816 4.634 -0.140  0.23
H 0.603 6.741 1.241  0.24
H -2.258 6.925 1.297  0.24
H -3.825 5.023 0.004  0.24
H -2.854 1.844 1.115  0.27
H -2.482 0.247 2.197  0.24
H -4.624 -0.615 0.234  0.24
H -4.540 -1.778 2.539  0.23
H -6.128 -0.667 2.562  0.24
H -4.608 -0.084 3.517  0.22
H -2.372 -1.963 1.960  0.22
H -1.315 -3.396 1.258  0.27
H 0.500 -2.556 2.629  0.22
H -0.559 -1.049 3.180  0.21
H 0.363 0.362 1.030  0.24
H 1.326 -1.251 0.450  0.22
H 1.879 0.211 3.306  0.21
H 2.971 -1.060 2.358  0.21
H 3.145 2.065 3.328  0.22
H 4.777 1.592 2.355  0.20
H 3.631 2.974 1.741  0.20
H 4.230 0.972 -2.002  0.25
H 3.124 2.370 -1.225  0.23
H 2.364 0.760 -1.857  0.25

Results
- total charge = 0
- orbital gap (eV) = 7.0
- spin multiplicity = 1
- SMILES = COCC1=CC(=O)c2cc(Cc3ccccc3)c(C[C@@H](C)Br)c(CCCCN(C)C(C)=O)c2C1=O